Entry 1:
{"formula": "C25H39Br39IN2O2Si", "method": "ωB97M-V/def2-TZVPD", "homo_lumo_gap_ev": 8.97, "e_homo_ev": -11.25, "multiplicity": 1, "total_charge": 1, "lumo_ev": -2.3, "elements": ["C", "C", "I", "C", "C", "C", "C", "O", "O", "C", "N", "C", "C", "Si", "C", "C", "C", "N", "H", "H", "H", "H", "H", "H", "H", "H", "H", "H", "H", "H", "H", "H", "H", "H", "H", "H", "H", "H", "H", "H", "H", "H", "H", "H", "C", "Br", "Br", "Br", "H", "C", "Br", "Br", "Br", "H", "C", "Br", "Br", "Br", "H", "C", "Br", "Br", "Br", "H", "C", "Br", "Br", "Br", "H", "C", "Br", "Br", "Br", "H", "C", "Br", "Br", "Br", "H", "C", "Br", "Br", "Br", "H", "C", "Br", "Br", "Br", "H", "C", "Br", "Br", "Br", "H", "C", "Br", "Br", "Br", "H", "C", "Br", "Br", "Br", "H", "C", "Br", "Br", "Br", "H"], "coordinates": [[-2.89600, 1.35178, -0.58269], [-2.28846, 1.81356, 0.73905], [-0.76149, 3.25348, 0.27555], [-1.90692, 0.66415, 1.69464], [-0.49077, 0.10985, 1.70179], [0.55283, 0.85245, 2.54960], [-0.00572, 1.45545, 3.81074], [-0.59417, 0.79977, 4.63562], [0.09285, 2.77620, 4.00809], [-0.58062, -1.30468, 2.30404], [-1.13446, -2.22355, 1.31287], [-0.03654, -2.58224, 0.38249], [0.78374, -1.34360, 0.02004], [1.06784, -1.37710, -1.88630], [1.75753, -3.04884, -2.38394], [2.20412, -0.01331, -2.46308], [-0.60714, -1.20536, -2.74828], [0.04949, -0.06393, 0.29428], [-3.29933, 2.23574, -1.06502], [-2.16771, 0.95378, -1.28445], [-3.72618, 0.67790, -0.40218], [-3.07161, 2.37393, 1.22589], [-2.22365, 0.93771, 2.69182], [-2.54952, -0.16731, 1.41261], [1.32213, 0.15194, 2.85294], [1.08283, 1.62588, 2.00183], [0.59191, 3.20073, 3.29538], [-1.27100, -1.23048, 3.13627], [0.36651, -1.64156, 2.73058], [-1.33637, -3.07220, 1.82959], [0.63838, -3.26113, 0.90621], [-0.38492, -3.12875, -0.48719], [1.77211, -1.32550, 0.46232], [2.48277, -2.88320, -3.17349], [2.19714, -3.58090, -1.54924], [0.96128, -3.64228, -2.81648], [3.24270, -0.23567, -2.23865], [1.93661, 0.98116, -2.12168], [2.12329, 0.02033, -3.54454], [-1.42415, -1.12830, -2.02790], [-0.81324, -2.08182, -3.34222], [-0.62067, -0.31705, -3.36738], [0.70290, 0.69976, 0.12243], [-0.74883, -0.02416, -0.34084], [-5.15950, 3.96666, 3.13559], [-6.47756, 2.60471, 2.82712], [-3.54169, 3.22740, 3.87824], [-4.80274, 5.00327, 1.55015], [-5.56398, 4.64658, 3.87122], [2.31821, -1.18309, 6.97382], [1.39190, -2.86090, 6.91812], [4.21380, -1.39665, 6.67257], [1.47205, 0.05522, 5.74128], [2.19692, -0.77828, 7.96785], [4.84633, -7.54714, -1.05685], [3.07736, -7.37832, -0.31625], [4.85032, -7.29736, -2.95677], [6.09840, -6.38109, -0.17576], [5.17016, -8.55831, -0.86796], [5.38668, -11.77007, -3.84224], [7.06018, -12.11119, -4.71315], [5.63650, -10.91929, -2.13003], [4.18720, -10.77079, -4.96372], [4.92296, -12.72699, -3.65311], [-10.76212, 2.06351, 3.30295], [-12.17717, 1.05894, 4.12138], [-9.87491, 3.19620, 4.57589], [-9.53217, 0.90345, 2.37165], [-11.21141, 2.70635, 2.56128], [0.22469, 5.37955, 6.22448], [-0.99047, 6.68302, 5.51231], [1.94029, 5.44009, 5.35506], [0.39402, 5.52617, 8.13034], [-0.19632, 4.40749, 6.01337], [-3.00800, -2.02933, -6.48636], [-1.93010, -0.69947, -7.35813], [-2.22239, -3.77798, -6.61167], [-3.36148, -1.55268, -4.65465], [-3.95763, -2.06334, -6.99879], [8.06074, -15.77207, -2.10929], [8.26590, -16.32209, -3.93924], [9.29116, -14.37109, -1.63950], [6.24005, -15.28674, -1.71106], [8.30070, -16.62450, -1.49213], [-2.71575, 8.10326, -0.83284], [-3.97996, 6.68947, -1.16884], [-1.09773, 7.42588, -0.05420], [-2.38084, 9.13996, -2.41217], [-3.16185, 8.76541, -0.10561], [0.56790, -6.55259, 4.51714], [-0.60109, -5.33525, 3.57797], [2.38462, -6.42350, 3.90971], [0.44748, -6.33902, 6.41900], [0.22982, -7.55266, 4.29058], [-0.23546, 11.73210, -4.55303], [-1.68566, 12.79853, -5.24238], [0.92337, 11.12051, -5.95679], [0.73639, 12.65880, -3.17752], [-0.67308, 10.85615, -4.09886], [-2.99468, 14.58349, -2.00654], [-3.60851, 16.24728, -2.74158], [-1.76440, 14.85481, -0.55565], [-4.46082, 13.44841, -1.49133], [-2.45480, 14.06913, -2.78833], [5.00450, 1.46422, -4.91709], [6.40590, 1.02919, -3.67813], [4.28574, -0.11016, -5.75882], [3.62430, 2.51110, -4.07778], [5.43822, 2.07300, -5.69604]]}

***

Entry 2:
{"formula": "C9H20FN2O10PS2", "method": "ωB97M-V/def2-TZVPD", "smiles": "CCSC[C@]1(O)OS(=O)(=O)O[C@]1([PH2]=O)[C@H](C)F.C[N+](=O)[O-].C[N+](=O)[O-]", "homo_lumo_gap_ev": 9.01, "e_homo_ev": -8.82, "multiplicity": 1, "total_charge": 0, "lumo_ev": 0.2, "elements": ["C", "C", "S", "C", "C", "O", "O", "S", "O", "O", "O", "C", "P", "O", "C", "C", "F", "H", "H", "H", "H", "H", "H", "H", "H", "H", "H", "H", "H", "H", "H", "C", "N", "O", "O", "H", "H", "H", "C", "N", "O", "O", "H", "H", "H"], "coordinates": [[2.50618, -0.68041, 0.57275], [1.27710, 0.22510, 0.38219], [0.38827, -0.22959, -1.12950], [-1.34203, 0.20355, -0.84589], [-1.62452, 1.68123, -0.52463], [-2.04060, 2.28737, -1.75595], [-0.51219, 2.43870, -0.10889], [-0.79116, 3.40435, 1.13695], [-0.16610, 2.91712, 2.31560], [-0.55680, 4.73447, 0.70046], [-2.35978, 3.11213, 1.24240], [-2.79549, 2.00683, 0.43915], [-4.30931, 2.74506, -0.39693], [-5.26882, 3.18917, 0.63879], [-3.20384, 0.87130, 1.44403], [-4.44970, 0.09411, 1.06989], [-3.36583, 1.41078, 2.69882], [2.38380, -1.38878, 1.38041], [2.71175, -1.20491, -0.36127], [3.36400, -0.04685, 0.77385], [0.64232, 0.20481, 1.26702], [1.60639, 1.25379, 0.27637], [-1.84346, 0.00436, -1.78729], [-1.78479, -0.45111, -0.10055], [-1.27030, 2.32567, -2.33568], [-3.87263, 3.79937, -1.20443], [-4.85574, 1.74710, -1.22479], [-2.37931, 0.16155, 1.52769], [-5.34545, 0.64817, 1.33997], [-4.46471, -0.15440, 0.00940], [-4.46301, -0.84081, 1.62669], [6.33389, -2.36762, 3.31668], [4.90523, -2.19407, 2.93554], [4.48110, -1.06479, 2.82143], [4.25896, -3.20512, 2.76362], [6.77748, -1.38654, 3.43457], [6.35427, -2.92634, 4.24707], [6.81593, -2.92809, 2.52176], [0.98806, -3.38674, -4.85440], [1.42276, -2.30406, -3.92855], [1.41918, -1.16671, -4.34909], [1.74936, -2.64290, -2.81314], [0.72782, -2.93945, -5.80604], [1.81840, -4.07838, -4.95580], [0.13333, -3.87842, -4.40025]]}